[1]
Computed, not measured: C5H12NO2 as an isolated structure in a non-equilibrium geometry, with the ωB97M-V functional and the def2-TZVPD basis.

Structure (XYZ):
```
20
Properties=species:S:1:pos:R:3:forces:R:3:mulliken_charge:R:1
N 0.010 1.654 0.706 0.506 0.249 0.404 -0.56
C -0.639 1.340 1.980 -0.568 -1.321 -0.726 -0.66
C -0.498 -0.195 2.201 -1.258 -0.397 1.168 -0.39
C 0.070 -0.774 0.918 0.716 -0.056 0.186 -0.76
C 0.230 0.422 -0.058 -0.554 -0.800 -0.712 0.28
C -0.731 0.300 -1.301 1.365 -1.440 -0.143 -0.79
O -0.064 -0.255 -2.399 -0.793 0.440 0.027 -0.80
H 0.886 2.121 0.863 0.238 0.055 0.096 0.29
H -0.265 1.917 2.822 -0.158 0.283 -0.078 0.33
H -1.716 1.450 1.805 0.091 0.683 0.506 0.24
H -0.007 -0.502 3.129 0.961 0.387 -0.220 0.30
H -1.485 -0.613 2.484 -0.048 0.239 -0.723 0.22
H 1.043 -1.220 1.132 0.111 0.154 -0.142 0.27
H -0.485 -1.604 0.483 -0.285 0.208 -0.023 0.34
H 1.236 0.305 -0.466 0.009 0.662 -0.114 0.40
H -1.496 -0.432 -0.963 -0.594 0.711 -0.155 0.16
H -1.105 1.273 -1.608 -0.450 0.279 0.421 0.36
H 0.483 -1.266 -2.055 0.511 0.400 0.139 0.45
H 1.880 -1.985 -2.490 -0.345 -0.183 0.754 0.20
O 1.307 -2.059 -1.699 0.545 -0.554 -0.667 -0.89
```
Forces are in eV/Å.

Summary:
Energy relative to the best compared isomer or geometry (same formula, charge and spin) (kcal per mole): 65.0
2S+1: 1
LUMO energy (eV): 3.75
Orbital gap (Eh): 0.26098
Net charge: -1

***

[2]
Computed, not measured: C4H6O in the gas phase in a non-equilibrium geometry, with the ωB97M-V functional and the def2-TZVPD basis.

Structure (XYZ):
```
11
Properties=species:S:1:pos:R:3:forces:R:3:mulliken_charge:R:1
O -2.416 0.087 -0.219 0.903 -0.215 0.256 -0.56
C -1.220 0.013 -0.094 0.064 0.087 -0.258 0.40
C -0.094 1.057 -0.192 0.130 0.377 0.098 -0.39
C 0.942 -0.006 0.233 0.654 0.432 0.076 -0.67
C -0.216 -1.071 0.242 0.658 -0.443 -0.706 -0.40
H 0.051 1.450 -1.204 -0.081 0.096 0.231 0.26
H -0.186 1.874 0.521 -0.208 0.118 -0.057 0.25
H 1.593 0.080 1.094 -0.296 0.596 0.359 0.33
H 1.599 -0.216 -0.636 0.081 0.232 0.741 0.22
H -0.423 -1.926 0.897 0.326 0.481 -0.009 0.39
H 0.371 -1.343 -0.643 -2.229 -1.762 -0.731 0.17
```
Forces are in eV/Å.

Summary:
Energy relative to the best compared isomer or geometry (same formula, charge and spin) (kcal per mole): 28.9
2S+1: 1
SMILES: O=C1CCC1
LUMO energy (eV): 0.90
Orbital gap (Eh): 0.38481
Net charge: 0

***

[3]
Computed, not measured: a 15-piece molecular cluster, C42H112N2O27 overall in a non-equilibrium geometry, with the ωB97M-V functional and the def2-TZVPD basis.

Structure (XYZ):
```
183
Properties=species:S:1:pos:R:3:forces:R:3:mulliken_charge:R:1
O -0.291 1.460 -2.502 0.047 -0.171 0.221 -0.88
H -0.253 1.017 -1.630 -0.225 0.111 -0.348 0.14
H -0.108 0.760 -3.150 -0.030 0.063 0.079 0.34
C 1.947 -0.129 -0.610 -0.447 -0.370 -0.017 -0.44
C 1.008 -0.183 0.593 0.606 0.181 0.251 3.32
C 1.265 1.113 1.361 -0.636 0.213 0.546 -0.22
C 0.200 1.508 2.383 -0.169 -0.392 0.060 0.06
C -1.210 1.413 1.813 -0.380 0.584 0.378 -2.49
C -1.512 0.163 1.001 -0.141 -1.144 0.567 2.45
N -0.371 -0.164 0.136 -0.472 0.816 -0.603 -0.06
O -0.703 -1.213 -0.749 0.224 -0.288 0.128 1.17
C -1.895 -0.988 1.977 0.792 -0.164 -0.739 -1.18
C -2.719 0.385 0.109 -0.115 0.949 0.089 -2.24
C 1.421 -1.413 1.397 -0.030 0.038 -0.014 -0.28
H 2.963 0.041 -0.256 0.097 -0.113 -0.050 -0.52
H 1.661 0.677 -1.283 0.104 -0.088 -0.140 0.05
H 1.858 -1.105 -1.092 0.324 0.164 -0.303 -0.30
H 2.210 0.968 1.889 0.183 0.290 -0.238 -0.83
H 1.312 1.942 0.648 0.343 -0.107 -0.064 0.25
H 0.355 2.541 2.689 0.196 0.001 0.009 0.13
H 0.276 0.914 3.303 0.021 -0.127 -0.140 -0.05
H -1.475 2.327 1.267 0.361 -0.209 -0.393 0.28
H -1.926 1.438 2.646 0.046 -0.128 -0.043 0.64
H -1.099 -1.174 2.696 -0.185 0.180 0.377 -0.04
H -2.854 -0.768 2.437 0.057 0.033 0.215 0.24
H -2.007 -1.932 1.428 -0.194 0.068 0.069 0.34
H -2.374 0.887 -0.793 -0.233 -0.078 -0.173 0.04
H -3.300 -0.505 -0.120 0.172 -0.122 -0.112 0.50
H -3.380 1.078 0.640 -0.099 -0.097 -0.154 -0.01
H 1.033 -2.297 0.887 -0.141 -0.160 0.341 0.12
H 1.098 -1.337 2.436 -0.156 -0.341 -0.025 -0.79
H 2.509 -1.517 1.388 -0.008 0.073 0.164 -0.22
H -1.047 -1.965 -0.232 0.209 0.154 0.037 0.10
C -4.000 2.347 -5.105 0.334 -0.625 -0.438 -1.36
C -4.896 1.603 -4.066 -0.107 0.605 -0.555 1.88
C -5.939 2.593 -3.568 0.267 1.519 0.950 -1.53
C -7.041 2.929 -4.560 0.088 -0.464 0.601 -0.71
C -7.712 1.634 -4.970 -0.706 0.474 -0.969 -1.18
C -6.771 0.559 -5.511 0.257 0.400 -0.328 1.57
N -5.605 0.478 -4.628 -0.242 -1.482 0.642 0.22
O -4.707 -0.568 -5.012 -0.491 1.000 -0.281 -0.13
C -7.528 -0.762 -5.482 0.083 0.027 -0.714 -1.98
C -6.388 0.941 -6.963 0.261 0.350 0.598 -1.60
C -4.083 1.165 -2.864 0.470 0.487 0.085 -1.97
H -4.484 3.238 -5.497 0.032 0.090 0.053 0.30
H -3.779 1.721 -5.983 -0.127 0.020 0.139 0.25
H -3.012 2.605 -4.723 -0.156 0.166 0.266 0.44
H -6.333 2.327 -2.579 -0.301 -0.607 -0.383 0.46
H -5.385 3.507 -3.288 -0.031 -0.105 -0.357 0.41
H -6.636 3.484 -5.409 -0.056 -0.114 -0.104 0.29
H -7.803 3.560 -4.099 0.155 0.171 0.043 0.40
H -8.413 1.878 -5.783 0.040 -0.219 0.080 0.40
H -8.357 1.238 -4.184 0.337 0.007 0.332 0.40
H -8.085 -0.860 -4.555 0.106 -0.237 0.139 0.42
H -8.234 -0.755 -6.319 -0.134 -0.038 0.174 0.41
H -6.865 -1.606 -5.658 0.025 -0.059 0.201 0.36
H -5.609 0.286 -7.354 -0.199 -0.123 -0.207 0.25
H -7.264 0.960 -7.608 0.037 -0.285 -0.100 0.49
H -5.986 1.956 -6.956 0.046 -0.031 -0.110 0.40
H -4.724 0.902 -2.023 -0.052 -0.221 -0.080 0.49
H -3.488 2.036 -2.571 0.015 -0.124 0.186 0.55
H -3.377 0.364 -3.068 -0.134 0.067 -0.057 -0.15
H -4.192 -0.235 -5.770 -0.091 -0.121 0.115 0.17
C 6.217 0.173 -0.345 -0.706 -0.264 0.328 0.85
C 7.379 0.345 -1.291 -0.826 0.762 0.101 -0.69
O 8.124 1.502 -0.907 0.321 -0.630 0.046 -0.55
O 6.663 -0.342 0.907 0.060 0.262 0.389 -0.66
H 5.443 -0.516 -0.713 0.382 -0.170 -0.212 0.09
H 5.678 1.118 -0.214 0.325 0.155 0.007 -0.39
H 6.960 0.568 -2.275 0.290 -0.136 -0.114 0.28
H 7.966 -0.575 -1.293 0.194 0.072 -0.167 0.31
H 8.548 1.281 -0.067 -0.035 0.205 -0.089 0.33
H 6.809 0.395 1.550 -0.005 -0.260 -0.466 0.42
C -6.034 -0.601 2.533 -0.284 0.001 0.920 0.07
C -5.773 0.890 2.658 -0.075 0.645 -0.550 -0.14
O -5.493 1.273 3.997 -0.228 -0.106 -0.160 -0.53
O -6.274 -1.049 1.231 0.415 -0.211 -0.622 -0.51
H -6.877 -0.880 3.189 0.069 0.195 -0.027 0.40
H -5.177 -1.141 2.944 0.021 -0.027 -0.311 -0.16
H -6.614 1.469 2.231 -0.069 -0.212 0.304 0.46
H -4.930 1.227 2.045 0.125 -0.394 0.209 -0.10
H -6.327 1.271 4.478 0.124 -0.007 0.084 0.30
H -6.949 -0.526 0.791 -0.083 0.107 0.183 0.31
C 6.092 0.177 4.080 0.616 -1.181 -0.352 -0.49
C 6.938 1.392 3.990 -0.022 1.296 0.342 -0.67
O 7.208 1.747 2.630 0.182 -0.375 0.453 -0.60
O 4.920 0.467 3.378 -1.206 0.118 -0.121 0.07
H 5.896 -0.125 5.112 0.070 0.169 0.141 0.43
H 6.619 -0.653 3.583 -0.056 -0.008 0.192 0.28
H 7.874 1.298 4.539 0.088 -0.190 -0.154 0.36
H 6.383 2.221 4.454 0.154 -0.069 0.013 0.31
H 6.526 2.370 2.361 0.007 0.318 -0.444 0.18
H 4.395 -0.337 3.281 0.110 -0.120 -0.159 -0.07
C 4.721 -3.193 0.703 -0.037 0.432 0.332 0.28
C 4.276 -4.519 1.263 -0.736 0.404 0.178 -0.66
O 5.331 -5.257 1.836 0.065 -0.326 -0.110 -0.62
O 4.862 -2.267 1.787 0.177 0.167 -0.182 -0.24
H 3.945 -2.824 0.010 0.189 -0.076 -0.052 -0.13
H 5.678 -3.307 0.183 -0.111 0.000 -0.102 0.43
H 3.768 -5.101 0.490 0.367 -0.244 -0.059 0.33
H 3.490 -4.291 2.000 0.156 -0.094 0.018 0.14
H 5.405 -5.038 2.767 -0.014 0.177 0.026 0.35
H 5.497 -1.564 1.523 -0.073 -0.245 -0.024 0.19
C 0.110 4.610 4.728 -0.818 -0.273 -0.186 0.43
C 0.074 3.911 6.075 0.268 0.393 -0.125 -0.58
O 0.463 4.801 7.121 -0.146 -0.018 -0.154 -0.53
O -0.756 5.744 4.647 0.503 -0.171 0.063 -0.54
H -0.266 3.872 4.007 0.195 0.011 0.028 0.01
H 1.126 4.866 4.419 -0.068 0.351 0.190 0.10
H 0.786 3.078 6.037 -0.233 -0.127 0.019 0.21
H -0.946 3.537 6.219 0.135 -0.103 0.173 0.46
H -0.142 4.713 7.861 0.041 -0.063 0.023 0.33
H -1.347 5.730 5.406 0.087 0.066 0.027 0.35
C 2.734 -2.047 5.834 -0.340 -0.244 -0.707 -0.79
C 1.587 -1.103 5.492 1.393 0.208 -0.179 0.51
O 0.330 -1.687 5.682 -0.466 -0.140 0.051 -0.48
O 2.961 -3.033 4.812 -0.271 0.330 0.156 -0.42
H 2.516 -2.579 6.763 0.228 0.358 0.302 0.38
H 3.638 -1.443 5.878 0.156 -0.211 0.243 0.30
H 1.732 -0.754 4.461 -0.134 -0.143 -0.021 -0.47
H 1.696 -0.213 6.115 -0.440 -0.106 0.230 0.29
H 0.326 -2.572 5.303 -0.030 0.038 -0.127 0.18
H 2.232 -3.663 4.843 0.210 -0.106 -0.060 0.32
C 2.605 -1.805 -5.170 0.025 -0.291 -0.836 -0.81
C 1.995 -0.936 -4.137 -0.433 1.097 0.102 0.69
O 0.655 -0.573 -4.515 0.214 -0.355 0.098 -0.49
O 2.758 -0.974 -6.340 -0.090 -0.467 0.223 -0.55
H 1.903 -2.622 -5.384 0.194 -0.055 0.022 0.36
H 3.572 -2.219 -4.875 -0.011 0.042 0.178 0.44
H 2.570 0.001 -4.090 0.084 -0.210 0.168 -0.31
H 1.967 -1.386 -3.148 -0.113 -0.105 -0.108 -0.10
H 0.681 -0.420 -5.471 -0.001 0.117 0.168 0.34
H 2.973 -1.556 -7.076 -0.004 0.164 -0.047 0.31
C -2.869 -2.389 4.928 -0.010 -0.032 0.607 0.18
C -2.961 -1.184 5.833 0.509 0.463 0.341 -0.04
O -2.108 -1.424 6.962 0.031 0.154 -0.061 -0.64
O -3.209 -3.586 5.617 0.218 0.121 -0.355 -0.62
H -1.809 -2.381 4.638 -0.199 -0.343 -0.404 -0.10
H -3.495 -2.300 4.044 -0.063 -0.131 -0.030 0.14
H -3.935 -0.948 6.262 -0.162 -0.384 -0.201 0.29
H -2.656 -0.295 5.254 0.080 -0.110 0.193 0.04
H -1.180 -1.483 6.665 -0.442 0.221 -0.028 0.55
H -2.616 -3.619 6.379 -0.262 0.062 0.070 0.41
C 3.440 3.905 2.280 -1.050 0.116 -0.036 -0.25
C 4.132 3.030 1.271 0.493 0.516 -0.364 1.26
O 5.489 3.484 1.042 -0.537 -0.472 0.234 -0.81
O 2.965 5.082 1.592 0.492 -0.201 0.300 -0.56
H 4.075 4.146 3.135 0.204 0.061 -0.177 0.47
H 2.556 3.386 2.684 0.186 -0.066 -0.080 -0.28
H 3.583 3.110 0.328 -0.111 -0.188 0.068 0.18
H 4.161 1.985 1.576 0.212 0.097 0.126 -0.55
H 5.447 4.193 0.395 0.141 0.053 0.069 0.32
H 3.100 5.854 2.148 -0.050 -0.025 -0.010 0.34
C 0.635 -5.473 -2.549 0.924 0.270 0.239 -0.64
C 0.775 -5.220 -1.049 0.139 0.476 -0.367 0.87
O 1.304 -6.320 -0.341 0.014 -0.222 0.011 -0.55
O -0.498 -6.217 -2.889 -0.364 0.283 -0.181 -0.64
H 1.515 -6.034 -2.881 -0.062 -0.111 0.090 0.56
H 0.736 -4.503 -3.068 -0.489 -0.119 -0.014 -0.08
H -0.190 -4.906 -0.630 -0.030 -0.079 -0.065 0.07
H 1.473 -4.381 -0.926 0.011 -0.126 0.146 -0.34
H 1.001 -7.122 -0.783 -0.079 0.013 0.122 0.31
H -1.260 -5.622 -2.728 0.062 -0.421 0.144 0.45
C -1.949 -3.244 -2.961 0.886 -0.360 0.370 -0.16
C -3.017 -2.243 -3.205 -1.141 -0.353 -0.315 0.39
O -3.988 -2.908 -4.027 0.097 -0.469 0.316 -0.70
O -2.439 -4.332 -2.153 -0.023 0.041 -0.428 -0.63
H -1.112 -2.815 -2.409 -0.143 0.158 0.081 -0.09
H -1.506 -3.613 -3.896 -0.373 -0.043 -0.064 0.37
H -2.666 -1.351 -3.713 0.299 0.090 0.081 0.07
H -3.504 -1.996 -2.255 0.301 0.297 0.037 0.23
H -4.814 -2.413 -3.992 0.247 0.132 -0.186 0.31
H -3.278 -4.617 -2.550 0.092 0.172 0.023 0.36
C 3.146 2.696 -3.566 -1.719 -0.556 -0.216 0.37
C 3.260 4.152 -3.236 0.045 0.047 0.261 -0.60
O 4.495 4.702 -3.620 0.138 0.578 -0.215 -0.55
O 4.275 1.963 -3.183 0.668 -0.028 0.389 -0.55
H 2.897 2.558 -4.626 0.436 0.060 -0.131 0.41
H 2.241 2.350 -3.034 0.145 -0.058 -0.050 -0.11
H 3.029 4.307 -2.174 0.284 0.086 0.034 0.15
H 2.476 4.664 -3.794 0.035 0.109 -0.006 0.35
H 5.167 4.522 -2.959 -0.032 -0.258 0.023 0.32
H 4.088 1.028 -3.300 0.032 0.002 0.011 0.32
```
Forces are in eV/Å.

Summary:
2S+1: 1
LUMO energy (eV): 0.09
Orbital gap (Eh): 0.32020
Net charge: 0